Entry 1:
Formula: C4H8O3
Source: the Open Molecules 2025 dataset
Level of theory: wB97M-V/def2-TZVPD

Calculated values
Calculated total energy, Ha: -382.779589
Frontier orbital gap, eV: 10.25
F_max, eV/A: 4.43
Highest occupied orbital energy, eV: -9.44
Structure (SMILES): C[C@H](CC=O)OO

Positions of all 15 atoms, in Å:
O 2.782 -1.001 -0.064
O -0.734 1.504 -0.886
O -1.665 1.727 0.200
C 1.819 -0.756 0.634
C 0.904 0.534 0.450
C 0.024 0.036 -0.626
C -1.003 -1.019 -0.295
H -0.648 -2.022 -0.546
H 1.561 1.353 0.152
H -2.312 2.274 -0.277
H 0.395 0.720 1.396
H -1.294 -1.003 0.761
H 0.547 -0.170 -1.562
H 1.550 -1.376 1.507
H -1.927 -0.801 -0.844


Entry 2:
Formula: C5H7NO
Source: the Open Molecules 2025 dataset
Level of theory: wB97M-V/def2-TZVPD

Calculated values
Calculated total energy, Ha: -324.614351
Frontier orbital gap, eV: 9.41
F_max, eV/A: 0.75
Highest occupied orbital energy, eV: -8.79
Structure (SMILES): C#C/C=C\NC=O.[H][H]

Positions of all 14 atoms, in Å:
O 2.367 -2.058 0.573
N 0.496 -0.741 0.618
C -2.410 1.375 0.219
C 1.560 -1.398 1.181
C 0.203 -0.768 -0.728
C -1.704 0.698 -0.490
C -0.843 -0.124 -1.269
H -0.126 -0.195 1.193
H -3.037 2.006 0.800
H 1.437 2.119 -0.334
H 0.844 -1.426 -1.297
H -1.086 -0.284 -2.312
H 1.610 -1.266 2.268
H 0.687 2.060 -0.422


Entry 3:
Formula: C4H10BrFN
Source: the Open Molecules 2025 dataset
Level of theory: wB97M-V/def2-TZVPD

Calculated values
Calculated total energy, Ha: -2886.699252
Frontier orbital gap, eV: 10.78
F_max, eV/A: 5.66
Highest occupied orbital energy, eV: -14.01
Total charge: +1

Positions of all 17 atoms, in Å:
Br -1.843 -1.699 -0.161
F 0.209 1.898 -0.595
N 0.642 -0.555 0.556
C -1.929 1.617 0.483
C -0.966 1.242 -0.671
C 1.502 -1.800 0.722
C -0.334 -0.685 -0.568
H 0.138 -0.787 -1.498
H 1.201 0.411 0.465
H 1.871 -1.939 1.756
H -1.274 1.598 1.370
H -2.162 2.680 0.346
H -2.733 0.937 0.297
H 0.011 -0.355 1.384
H -1.486 1.346 -1.649
H 2.374 -1.758 0.129
H 0.862 -2.510 0.535


Entry 4:
Formula: C3H7NS2
Source: the Open Molecules 2025 dataset
Level of theory: wB97M-V/def2-TZVPD

Calculated values
Calculated total energy, Ha: -969.474137
Frontier orbital gap, eV: 9.58
F_max, eV/A: 6.68
Highest occupied orbital energy, eV: -9.08

Positions of all 13 atoms, in Å:
S 2.241 -1.045 0.259
S 0.226 0.749 2.369
N 0.954 -0.493 -0.798
C -0.929 0.650 -1.333
C -0.122 -0.179 -0.351
C -0.758 -0.404 1.019
H -0.933 -1.694 1.502
H 1.524 0.641 1.451
H 3.314 -1.074 -0.688
H -1.878 0.127 0.975
H -1.985 0.202 -0.990
H -0.835 0.667 -2.401
H -0.818 1.852 -1.014


Entry 5:
Formula: C27H20N4O8SSn
Source: the Open Molecules 2025 dataset
Level of theory: wB97M-V/def2-TZVPD

Calculated values
Calculated total energy, Ha: -2474.259053
Frontier orbital gap, eV: 7.02
F_max, eV/A: 1.01
Highest occupied orbital energy, eV: -7.97

Positions of all 61 atoms, in Å:
Sn -1.879 0.016 1.421
S -4.151 2.868 1.688
O -1.799 1.676 -3.686
O -4.565 2.908 -4.011
O 2.136 -2.424 -1.060
O -0.456 -1.479 0.482
O -3.920 1.682 0.500
O -4.953 4.039 -1.245
O -1.981 0.406 -1.015
O -0.322 0.023 2.948
N -1.527 3.581 1.135
N -0.989 2.363 1.493
N -3.118 5.220 1.132
N -0.198 -1.593 -2.441
C 3.614 1.183 2.573
C 0.828 -0.717 -2.025
C -4.308 3.068 -1.591
C 3.277 -2.829 -0.324
C 1.259 1.598 2.147
C -2.740 3.923 1.270
C 1.993 -1.115 -1.345
C -0.333 -3.535 1.619
C -0.396 -2.751 0.432
C -3.710 2.019 -0.799
C 0.914 0.380 2.777
C -0.431 -4.896 1.582
C -0.496 -3.454 -0.820
C -2.681 1.834 -2.880
C -0.606 -5.575 0.357
C -3.928 2.689 -3.021
C 1.963 -0.422 3.283
C -0.626 -2.781 -2.048
C 1.707 1.525 -2.220
C -0.645 -4.864 -0.805
C 2.835 1.138 -1.514
C 2.612 1.979 2.080
C 0.718 0.598 -2.472
C 2.975 -0.166 -1.080
C -2.723 1.308 -1.481
C 3.276 -0.035 3.177
C 0.291 2.518 1.639
H 1.685 -1.353 3.762
H -1.208 -3.297 -2.806
H -0.713 -6.651 0.345
H 4.200 -2.624 -0.870
H 4.060 -0.671 3.572
H 0.670 3.512 1.400
H 3.172 -3.903 -0.188
H 3.308 -2.343 0.654
H -0.707 -1.197 -3.221
H 4.651 1.484 2.494
H 1.601 2.538 -2.584
H -0.754 -5.382 -1.752
H 3.867 -0.447 -0.540
H -2.403 5.856 0.814
H -0.398 -5.464 2.503
H -0.167 0.884 -3.029
H 3.623 1.848 -1.312
H 2.852 2.926 1.606
H -4.037 5.371 0.749
H -0.222 -2.990 2.549


Entry 6:
Formula: C3H8O2S
Source: the Open Molecules 2025 dataset
Level of theory: wB97M-V/def2-TZVPD

Calculated values
Calculated total energy, Ha: -667.755864
Frontier orbital gap, eV: 10.10
F_max, eV/A: 1.29
Highest occupied orbital energy, eV: -9.35
Structure (SMILES): O=CO.CCS

Positions of all 14 atoms, in Å:
S -1.052 0.301 -0.488
O 1.173 0.723 -3.176
O 0.889 -1.386 -2.458
C -0.273 0.085 2.206
C -1.377 0.590 1.298
C 1.601 -0.296 -2.708
H 2.657 -0.385 -2.432
H -1.584 1.634 1.487
H -0.420 -0.962 2.422
H -0.042 -1.221 -2.245
H -2.325 0.085 1.464
H 0.251 0.086 -0.296
H 0.740 0.084 1.797
H -0.237 0.663 3.129